Formula: C28H37N4O
Source: OMol25
Level of theory: the ωB97M-V functional and the def2-TZVPD basis

Summary:
SMILES: CC1=[NH+]CCN1[C@H](/C=C/N1[C@H](Cc2ccccc2)C(=O)N(C)[C@H]1C(C)(C)C)c1ccccc1
charge: +1
frontier orbital gap: 8.248 eV
spin multiplicity: 1
DFT total energy: -1383.18386 hartree
relative energy (zero: lowest compared OMol25 entry of this formula, charge and spin): 47.6 kJ/mol

The geometry in XYZ format:
```
70
Properties=species:S:1:pos:R:3:forces:R:3
C -5.48995 -0.82724 2.11080 0.228 0.122 0.366
C -4.63301 -2.05776 2.13076 0.098 0.256 0.098
N -5.25248 -3.18100 1.76737 -0.278 -0.652 0.484
C -4.38821 -4.34574 1.97479 -0.403 -0.652 -0.301
C -3.05988 -3.65780 2.27906 1.090 -1.515 -0.390
N -3.34985 -2.26356 2.44484 -0.063 1.055 -0.154
C -2.24396 -1.30650 3.01656 0.470 0.790 2.316
C -1.62763 -0.23536 2.16790 0.065 0.529 -1.552
C -2.19279 0.98766 1.94698 0.315 -0.933 0.395
N -1.69122 2.02097 1.18253 0.132 -0.639 1.016
C -2.60068 2.87478 0.44711 0.027 1.502 0.594
C -3.72441 2.12014 -0.23310 -0.347 0.072 -0.899
C -3.19852 1.17026 -1.28215 -0.181 -0.465 -0.243
C -2.91266 1.64435 -2.56354 0.095 0.338 0.032
C -2.36630 0.82185 -3.53612 -0.066 -0.527 -0.215
C -2.14320 -0.53303 -3.25188 0.115 0.448 0.589
C -2.42915 -1.02417 -1.97161 -0.142 -0.189 -0.349
C -2.98456 -0.18087 -1.01264 0.135 0.109 0.064
C -1.67123 3.57284 -0.56329 0.767 -1.169 0.499
O -1.94963 4.45774 -1.33505 -0.125 -0.113 0.047
N -0.45629 2.92504 -0.46334 -0.680 0.689 -0.353
C 0.56177 3.18248 -1.45816 0.590 0.119 -0.505
C -0.31481 2.04860 0.68263 0.520 0.015 0.045
C 0.79343 2.53648 1.73406 -0.997 0.241 -0.305
C 0.42369 3.95095 2.21621 0.246 -0.097 -0.002
C 2.18685 2.44691 1.12705 0.773 0.115 -0.408
C 0.85694 1.62491 2.95191 -0.065 -0.262 0.552
C -1.04705 -1.94547 3.93410 -0.844 -0.023 -1.126
C -1.08149 -1.95564 5.32392 -0.576 -0.251 0.734
C -0.05202 -2.50951 6.10649 -0.319 0.321 -0.386
C 1.08640 -3.02029 5.50448 -0.435 -0.419 -0.125
C 1.16749 -2.98146 4.12147 -0.656 0.437 -0.323
C 0.13076 -2.40862 3.35837 0.487 -0.716 -0.167
H -6.54806 -1.15713 2.09987 0.637 0.326 0.125
H -5.29059 -0.22886 3.01757 -0.152 -0.023 -0.577
H -5.32206 -0.25014 1.18432 0.124 -0.152 0.518
H -6.27076 -3.29901 1.81499 0.804 0.457 -0.204
H -4.36061 -4.93435 1.03418 0.099 0.205 0.746
H -4.75158 -4.98770 2.80518 0.130 0.436 -0.508
H -2.39429 -3.82410 1.42714 0.188 0.254 0.127
H -2.55524 -4.03762 3.16579 -0.049 -0.066 0.003
H -2.83263 -0.79334 3.77706 -0.102 0.164 0.029
H -0.65897 -0.42535 1.66046 -0.860 -0.177 0.490
H -3.13970 1.19959 2.46660 0.232 0.113 -0.446
H -3.02332 3.69520 1.07483 0.164 -0.576 -0.136
H -4.35358 1.59870 0.49832 0.163 0.173 -0.062
H -4.35103 2.85874 -0.74994 0.003 -0.059 0.285
H -3.09825 2.69394 -2.78577 0.041 -0.182 0.002
H -2.14213 1.22367 -4.53271 -0.106 -0.211 0.488
H -1.70718 -1.17870 -3.99791 -0.016 -0.091 -0.084
H -2.24759 -2.08099 -1.72853 -0.082 0.510 -0.180
H -3.22617 -0.55717 -0.01885 0.130 -0.022 -0.243
H 0.10038 3.32221 -2.45531 0.021 -0.089 0.637
H 1.13081 4.10499 -1.23737 -0.174 -0.433 -0.076
H 1.26129 2.32932 -1.52972 -0.375 0.420 0.156
H -0.02704 1.04765 0.33525 0.081 -0.063 -0.052
H -0.54728 3.91277 2.73246 0.241 0.125 -0.153
H 1.18065 4.29279 2.94181 -0.289 -0.031 -0.272
H 0.37013 4.68192 1.39541 0.029 -0.223 0.227
H 2.33423 1.45602 0.65057 -0.035 0.485 0.104
H 2.44280 3.24086 0.40163 -0.263 -0.428 0.305
H 2.93963 2.50794 1.93810 -0.380 0.043 -0.407
H 1.10699 0.58630 2.65905 -0.113 0.420 0.262
H 1.67602 2.00692 3.60082 -0.572 -0.354 -0.277
H -0.08100 1.62994 3.53294 0.410 -0.091 -0.207
H -1.95781 -1.58741 5.85237 0.017 0.006 -0.112
H -0.15712 -2.58143 7.18381 -0.108 0.204 -0.119
H 1.82666 -3.55675 6.09212 0.017 0.306 -0.095
H 2.00808 -3.44091 3.62926 0.163 0.116 -0.202
H 0.24350 -2.40098 2.28279 0.008 -0.029 -0.121
```
Positions in Å, forces in eV/Å.

Formula: C28H37N7Sc
Source: OMol25
Level of theory: the ωB97M-V functional and the def2-TZVPD basis

Summary:
charge: +3
frontier orbital gap: 6.922 eV
spin multiplicity: 1
DFT total energy: -2232.35064 hartree

The geometry in XYZ format:
```
73
Properties=species:S:1:pos:R:3:forces:R:3
Sc -2.62192 -0.23781 0.51508 -0.269 -0.043 -0.132
C -0.97124 1.04950 2.47517 -0.007 0.019 0.002
N -2.36341 0.54614 2.56731 0.062 0.060 -0.047
C -2.49108 -0.43105 3.67693 0.000 -0.012 -0.008
C -3.33591 1.64549 2.69989 0.004 0.000 -0.023
C -3.25310 2.53138 3.75746 -0.004 0.003 0.008
C -4.17469 3.56048 3.86493 0.002 0.000 0.001
C -5.15880 3.68623 2.89862 -0.004 -0.007 0.002
C -5.23540 2.80377 1.82980 -0.154 -0.113 0.002
C -4.33453 1.74810 1.71745 0.197 0.144 0.060
N -4.24635 0.78949 0.67718 0.034 -0.055 0.069
C -5.25870 0.31391 -0.19271 -0.053 0.054 0.134
C -6.30368 1.05957 -0.73447 0.080 -0.005 -0.128
C -7.21246 0.46420 -1.59652 -0.010 0.032 -0.001
C -7.08967 -0.86898 -1.95436 -0.007 -0.023 -0.024
C -6.04705 -1.62380 -1.44120 0.032 0.062 -0.038
C -5.14609 -1.03756 -0.56765 -0.007 -0.086 0.060
N -4.07812 -1.82183 0.07995 -0.037 -0.019 0.043
C -4.57643 -2.36469 1.37555 -0.003 0.002 -0.006
C -3.55866 -2.92769 -0.75842 0.003 0.002 0.002
H -0.65324 1.54775 3.39184 -0.001 0.001 0.001
H -0.89252 1.77924 1.66343 0.001 -0.003 0.000
H -0.28365 0.21355 2.30437 0.003 0.000 0.001
H -2.19131 0.01947 4.62413 -0.002 0.000 0.000
H -1.84704 -1.29468 3.49134 0.002 0.000 0.001
H -3.52680 -0.75139 3.75797 -0.001 -0.001 -0.002
H -2.48120 2.42102 4.50970 0.001 -0.001 -0.002
H -4.12341 4.25244 4.69326 -0.002 0.002 -0.002
H -5.88300 4.48645 2.96774 0.001 0.000 0.000
H -6.02218 2.94553 1.10960 0.000 -0.006 -0.009
H -6.40389 2.11021 -0.52125 0.004 0.001 0.012
H -8.02253 1.05731 -1.99877 0.000 -0.001 -0.002
H -7.80362 -1.32337 -2.62664 -0.001 0.000 0.001
H -5.96013 -2.66610 -1.71587 -0.003 -0.003 0.009
H -5.36983 -3.09135 1.19342 -0.001 0.000 0.001
H -4.98159 -1.55188 1.97624 0.001 0.001 0.001
H -3.76319 -2.86414 1.90788 0.001 -0.001 0.000
H -4.28761 -3.73297 -0.85308 -0.002 0.002 -0.006
H -2.66955 -3.35264 -0.28746 -0.003 -0.003 0.002
H -3.31582 -2.55667 -1.75302 0.004 0.000 -0.001
N -1.52593 1.30344 -6.78068 -0.002 -0.003 0.001
C -1.60964 1.11428 -5.65193 0.002 0.005 0.001
C -1.70473 0.87385 -4.24041 -0.002 -0.001 -0.011
C -1.08168 -0.23913 -3.67616 0.006 -0.003 0.004
C -1.20540 -0.44179 -2.32083 0.013 0.016 0.005
N -1.89657 0.38889 -1.51609 -0.008 -0.045 0.028
C -2.47651 1.47020 -2.06962 -0.104 0.044 -0.002
C -2.41405 1.74506 -3.41929 0.094 0.005 0.010
H -0.51912 -0.93046 -4.28690 0.000 0.000 -0.001
H -0.73402 -1.30156 -1.85709 -0.001 -0.002 -0.002
H -3.02296 2.12326 -1.40104 -0.020 -0.014 -0.003
H -2.90329 2.61998 -3.82277 0.003 0.002 0.000
C 9.67460 -1.87556 0.45436 0.003 0.003 -0.006
C 8.15327 -1.68147 0.65679 0.004 -0.001 -0.002
N 7.63180 -0.69588 -0.28884 0.154 0.004 -0.007
C 8.03832 -1.06171 -1.64459 -0.001 -0.011 -0.001
C 9.56926 -0.91545 -1.81088 0.005 0.002 0.008
N 10.14277 -0.75247 -0.43000 -0.008 0.000 -0.001
C 9.71290 0.56747 0.14871 0.005 -0.006 0.001
C 8.17086 0.62294 0.03941 -0.002 -0.001 -0.001
H 9.92039 -2.80436 -0.05746 0.001 -0.002 0.003
H 10.24075 -1.82560 1.38223 -0.002 0.002 0.002
H 7.94201 -1.33620 1.66800 -0.001 -0.002 0.001
H 7.63882 -2.63024 0.51507 0.000 0.000 -0.003
H 7.52670 -0.42383 -2.36309 0.002 0.005 0.001
H 7.72931 -2.08911 -1.83282 -0.002 0.001 -0.002
H 9.85317 -0.03027 -2.37735 0.000 -0.002 -0.004
H 10.03657 -1.78737 -2.26397 -0.001 -0.002 0.001
H 11.15949 -0.77560 -0.48694 0.001 0.000 -0.001
H 10.21125 1.35454 -0.41356 -0.002 0.001 -0.001
H 10.06757 0.59215 1.17761 0.000 0.004 0.000
H 7.86640 1.32420 -0.73645 0.000 0.002 0.001
H 7.74707 0.96512 0.98181 0.000 -0.001 0.003
```
Positions in Å, forces in eV/Å.

Formula: C28H38BEuN5P2
Source: OMol25
Level of theory: the ωB97M-V functional and the def2-TZVPD basis

Summary:
frontier orbital gap (spin up / spin down): 6.316 / 6.391 eV
spin multiplicity: 8
DFT total energy: -2781.18702 hartree
expectation value of S²: 15.762
relative energy (zero: lowest compared OMol25 entry of this formula, charge and spin): 0.0 kJ/mol

The geometry in XYZ format:
```
75
Properties=species:S:1:pos:R:3:forces:R:3
Eu -0.04672 -3.03843 4.37137 -0.657 0.792 0.776
C -1.21596 2.46598 4.42828 -0.172 0.072 0.509
C -1.59288 1.63385 3.46208 -0.392 -0.466 0.092
C -0.94982 1.29605 2.13718 -0.523 -0.400 -0.617
C 0.21137 0.27465 2.17124 0.035 0.935 -0.508
C 1.47105 0.78688 2.82801 0.260 -0.936 0.568
C 1.71729 1.96970 3.39900 0.375 -0.412 0.041
C 0.93909 3.24703 3.27103 -0.359 0.484 0.733
C -0.09333 3.46451 4.42441 0.537 -0.225 -0.396
C 1.96889 -2.38476 5.36896 0.207 0.152 0.123
H -1.78788 2.44539 5.36995 0.053 0.091 -0.579
H -2.53204 1.06524 3.60213 0.654 0.262 0.311
H -0.67175 2.17752 1.53343 -0.132 -0.565 0.309
H -1.74957 0.78308 1.57916 0.194 0.267 0.115
H -0.17051 -0.66280 2.64735 0.382 0.490 0.018
H 0.46294 -0.01201 1.12979 -0.233 0.019 0.287
H 2.23978 -0.00517 2.89166 -0.308 0.510 0.368
H 2.60969 2.05239 4.05494 -0.416 -0.126 -0.774
H 0.43229 3.33728 2.29858 0.479 0.159 0.525
H 1.68237 4.05146 3.36961 -0.288 -0.050 -0.296
H 0.43167 3.43007 5.40095 -0.273 0.066 -0.455
H -0.52477 4.47761 4.31484 0.158 -0.358 0.165
H 1.66215 -1.90838 6.32999 0.619 -0.624 -0.818
H 2.57335 -1.67880 4.78539 0.288 -0.336 0.209
H 2.44931 -3.36879 5.51296 0.485 0.437 0.169
P 1.33973 -1.21197 -2.37831 2.512 0.460 -3.610
P -1.89072 -0.78195 -2.15996 -2.448 2.090 -2.492
N 2.75184 -0.14261 -2.52359 0.114 0.626 0.660
N 2.04607 -2.44542 -3.51979 -0.615 -0.909 0.714
N -2.11028 0.98417 -2.19476 0.995 0.248 0.819
N -3.55283 -1.09381 -2.79797 -0.009 -1.066 0.005
C 0.39007 -0.33950 -3.76267 -0.298 0.037 0.407
C -1.06653 -0.82002 -3.82547 0.421 -0.418 0.029
C 3.43467 0.38419 -1.42385 0.263 0.270 -0.402
C 4.44483 1.22467 -1.86542 -0.746 -0.753 -0.301
C 4.40259 1.20781 -3.29912 -1.011 -0.691 0.071
C 3.34305 0.39094 -3.67576 0.563 0.425 1.010
C 2.26874 -3.76346 -3.09870 0.223 0.066 -1.500
C 2.72585 -4.51342 -4.18234 -0.211 0.905 0.703
C 2.82847 -3.62400 -5.29797 -0.439 0.653 0.658
C 2.38029 -2.38278 -4.87433 0.059 -0.749 0.258
C -1.83011 1.74338 -1.05779 -0.137 0.800 -0.859
C -1.86872 3.09190 -1.38748 -0.180 -1.073 0.159
C -2.20190 3.16937 -2.77372 0.183 -0.387 0.012
C -2.28132 1.88232 -3.24673 -0.070 -0.102 -0.232
C -4.36453 -0.38532 -3.69476 -0.328 -0.789 0.293
C -5.48073 -1.14686 -4.00074 0.938 0.167 0.433
C -5.34635 -2.38996 -3.30425 0.385 0.083 0.025
C -4.15551 -2.34527 -2.61041 -0.226 0.646 -0.112
H 0.83708 -0.50428 -4.75995 -0.072 0.090 0.786
H 0.46482 0.74504 -3.55661 -0.246 -0.421 0.047
H -1.59545 -0.21860 -4.57632 -0.132 -0.313 0.411
H -1.12277 -1.86601 -4.16613 0.126 0.169 0.049
H 3.12651 0.10523 -0.41984 0.138 0.124 -0.238
H 5.13444 1.78875 -1.25905 -0.042 -0.115 0.082
H 5.07091 1.71071 -3.98878 -0.190 -0.016 0.191
H 2.95416 0.16848 -4.64994 0.157 0.028 0.005
H 2.08040 -4.04014 -2.07751 -0.031 -0.068 0.084
H 2.95212 -5.56907 -4.18572 0.061 0.108 0.119
H 3.20589 -3.84093 -6.29342 -0.218 -0.005 0.285
H 2.25250 -1.48345 -5.45312 0.175 -0.219 0.051
H -1.62270 1.24269 -0.13275 -0.021 0.081 -0.102
H -1.67722 3.91673 -0.71855 -0.100 -0.070 0.005
H -2.38077 4.06772 -3.36133 0.204 -0.314 0.181
H -2.43442 1.53502 -4.26886 0.025 0.306 0.558
H -4.10896 0.59854 -4.03197 -0.105 0.020 0.116
H -6.28960 -0.83621 -4.65517 0.213 -0.095 0.217
H -6.05321 -3.21407 -3.32495 0.271 0.176 0.041
H -3.66230 -3.07893 -1.98569 -0.200 0.059 -0.023
B -0.43995 -0.40865 8.83044 0.014 0.422 0.348
C -0.49216 -1.06624 7.41020 -0.431 -1.387 -2.203
N -0.58076 -1.61227 6.36457 -0.472 0.940 1.786
H -1.50407 0.16722 8.97280 0.061 -0.039 -0.059
H 0.48693 0.38483 8.89483 -0.118 -0.190 -0.155
H -0.32411 -1.28409 9.66637 0.021 -0.049 -0.204
```
Positions in Å, forces in eV/Å.

Which formula does entry 3 have?
C28H38BEuN5P2

DFT total energy of number 1 (C28H37N4O)?
-1383.18386 hartree

Look up the DFT total energy of the third one.
-2781.18702 hartree